10
Properties=species:S:1:pos:R:3:lowdin_charge:R:1 method="wB97M-V/def2-TZVPD" e_lumo_ev=0.59 e_tot_ha=-338.4273 largest_force_ev_per_a=6.4
C 0.012 -0.834 -0.206 -0.192
C -2.089 0.402 0.019 -0.380
H 3.098 0.167 0.609 0.052
H 1.754 1.361 -0.441 0.224
H -0.453 -1.956 -0.537 0.197
H -2.334 1.628 0.586 0.222
N 2.258 0.243 0.028 -0.051
N 1.241 -0.819 0.132 -0.063
O -0.770 0.403 -0.323 -0.078
O -2.717 -0.595 0.134 0.069



10
Properties=species:S:1:pos:R:3:lowdin_charge:R:1 method="wB97M-V/def2-TZVPD" e_lumo_ev=0.29 e_tot_ha=-338.4569 smiles="O=CNN1CO1" largest_force_ev_per_a=3.8
C -1.812 -0.371 0.356 -0.301
C 1.581 0.483 -0.451 -0.227
N 0.100 0.649 -0.531 0.078
N -0.443 -0.432 0.052 -0.015
O -2.690 0.136 -0.287 0.077
O 1.170 1.219 0.666 -0.069
H -1.963 -1.024 1.295 0.146
H 1.731 -0.581 -0.339 0.096
H 2.170 1.004 -1.204 0.115
H 0.156 -1.084 0.444 0.098



10
Properties=species:S:1:pos:R:3:lowdin_charge:R:1 method="wB97M-V/def2-TZVPD" e_lumo_ev="0.33 / 0.33" e_tot_ha=-338.4035 smiles="[O-][N+]1=NCCO1" largest_force_ev_per_a=7.0
C 0.550 -0.295 0.618 -0.132
C 0.124 0.488 -0.651 -0.114
N 1.938 0.052 0.780 0.127
N 2.257 0.771 -0.149 -0.227
O 3.691 1.150 -0.551 -0.142
O 1.327 1.147 -1.044 0.005
H -0.015 -0.025 1.511 0.118
H 0.494 -1.379 0.486 0.121
H -0.196 -0.159 -1.468 0.123
H -0.641 1.240 -0.457 0.121



10
Properties=species:S:1:pos:R:3:lowdin_charge:R:1 method="wB97M-V/def2-TZVPD" e_lumo_ev=0.76 e_tot_ha=-338.4640 smiles="CONN=C=O" largest_force_ev_per_a=3.4
C -0.900 2.255 -0.565 -0.338
C -0.048 -0.517 -0.357 -0.140
N 0.040 1.215 1.309 0.010
N -0.277 2.168 0.430 0.067
O -1.514 2.535 -1.532 0.145
O 0.762 0.126 0.546 -0.154
H -0.783 -1.263 -0.095 0.077
H 0.595 -1.000 -1.186 0.128
H -0.653 0.288 -0.864 0.066
H 0.651 1.668 1.993 0.138



10
Properties=species:S:1:pos:R:3:lowdin_charge:R:1 method="wB97M-V/def2-TZVPD" e_lumo_ev="-0.44 / -0.44" e_tot_ha=-338.5194 smiles="[H]/N=C(/N)C(=O)O" largest_force_ev_per_a=5.9
C -0.049 0.513 0.986 -0.450
C 0.285 -0.261 -0.181 -0.381
N -0.248 -0.093 -1.444 0.108
O -0.529 1.757 0.926 0.139
N 0.662 -1.464 0.339 0.165
O -0.004 -0.229 2.017 0.035
H -0.516 2.049 -0.004 0.122
H 0.199 -0.700 -2.122 0.092
H -1.256 -0.207 -1.500 0.106
H 1.455 -1.366 0.983 0.062



10
Properties=species:S:1:pos:R:3:lowdin_charge:R:1 method="wB97M-V/def2-TZVPD" e_lumo_ev=-0.05 e_tot_ha=-338.4771 largest_force_ev_per_a=8.1
C 0.575 0.612 1.431 -0.427
C -1.086 -0.291 -1.040 -0.335
H -0.258 1.300 1.115 0.143
H 1.128 -1.176 0.563 0.219
H 0.920 -0.059 -1.969 0.317
H -1.781 -0.593 -0.108 0.170
N 0.928 -0.098 0.366 -0.061
N 0.221 0.174 -0.714 -0.098
O 0.845 0.475 2.562 0.083
O -1.491 -0.343 -2.206 -0.012



11
Properties=species:S:1:pos:R:3:lowdin_charge:R:1 method="wB97M-V/def2-TZVPD" e_lumo_ev="6.17 / 6.17" e_tot_ha=-736.5767 total_charge=-2 smiles="O=NN([O-])CC[S-]" largest_force_ev_per_a=3.6
C -0.592 0.286 0.261 -0.320
C 0.593 -0.504 -0.447 -0.820
N -0.007 1.269 1.166 -0.333
N -0.535 2.718 0.873 -0.185
O 0.861 0.998 2.062 -0.228
O -0.169 3.710 1.527 -0.296
S -0.115 -1.827 -1.404 -0.005
H -1.342 0.900 -0.218 0.068
H -1.090 -0.638 0.586 0.041
H 1.068 0.177 -1.179 0.018
H 1.275 -0.778 0.444 0.062



11
Properties=species:S:1:pos:R:3:lowdin_charge:R:1 method="wB97M-V/def2-TZVPD" e_lumo_ev=-0.10 e_tot_ha=-736.6438 smiles="[H]/N=N/S(=O)(=O)C=C" largest_force_ev_per_a=3.0
C 1.032 1.242 0.234 0.004
C 0.149 0.428 -0.353 -0.259
N -2.220 -1.377 1.054 -0.007
N -2.124 -1.231 -0.136 -0.076
O -2.085 1.339 -1.328 -0.323
O -1.986 1.012 1.164 -0.352
S -1.611 0.600 -0.181 0.660
H 2.225 1.211 0.163 0.124
H 0.650 2.029 0.827 0.046
H 0.309 -0.381 -1.080 0.085
H -2.390 -2.312 1.463 0.098



11
Properties=species:S:1:pos:R:3:lowdin_charge:R:1 method="wB97M-V/def2-TZVPD" e_lumo_ev=0.55 e_tot_ha=-736.7135 smiles="O=CN(O)/C=N/S" largest_force_ev_per_a=0.7
C -0.507 0.156 0.279 -0.255
C 1.768 0.005 1.145 -0.264
H -3.214 0.041 -1.870 -0.144
H -0.783 0.461 1.292 0.139
H 0.489 -0.501 -1.626 0.082
H 2.782 -0.266 0.797 0.151
N -1.242 0.019 -0.754 -0.390
N 0.835 -0.097 0.144 -0.123
O 1.299 -0.493 -1.098 0.035
O 1.484 0.343 2.277 0.041
S -2.911 0.332 -0.587 0.729



11
Properties=species:S:1:pos:R:3:lowdin_charge:R:1 method="wB97M-V/def2-TZVPD" e_lumo_ev=-0.13 e_tot_ha=-736.6988 largest_force_ev_per_a=2.4
C 0.333 -0.382 0.341 -0.455
C -0.265 0.335 -0.813 -0.191
H -0.696 1.940 1.737 0.078
H 1.081 0.086 2.146 0.159
H -0.645 1.333 -0.499 0.113
H 0.081 -2.279 -1.602 -0.140
N 0.306 0.377 1.525 0.011
N -0.643 -0.079 -1.954 -0.384
O 0.167 1.776 1.432 -0.029
O 0.733 -1.522 0.314 0.055
S -0.452 -1.586 -2.628 0.782



11
Properties=species:S:1:pos:R:3:lowdin_charge:R:1 method="wB97M-V/def2-TZVPD" e_lumo_ev="0.37 / -1.85" s_squared=2.01 spin_multiplicity=3 e_tot_ha=-736.5310 largest_force_ev_per_a=7.7
C 2.859 0.653 -0.040 -0.832
C -1.333 -0.298 0.143 0.060
N 2.218 1.673 -0.010 0.151
N -0.160 -0.586 -0.346 -0.402
O 0.625 -1.652 0.073 -0.012
O 0.362 0.153 -1.211 0.006
S 3.718 -0.638 0.101 0.777
H -1.603 -0.852 0.998 0.059
H -1.956 0.471 -0.366 0.096
H 1.641 -1.424 0.025 0.034
H 1.242 1.798 0.050 0.063



12
Properties=species:S:1:pos:R:3:lowdin_charge:R:1 method="wB97M-V/def2-TZVPD" e_lumo_ev=-1.05 e_tot_ha=-1134.7616 smiles="O/N=C(/NO)SC=S" largest_force_ev_per_a=7.5
C 0.794 0.160 0.264 -0.616
C -1.791 -0.308 0.923 -0.865
H -0.600 1.563 -1.101 0.067
H 1.626 1.390 -1.215 0.163
H -2.556 -0.306 1.819 0.050
H 1.418 -2.627 -0.606 0.050
N 1.179 1.408 -0.238 -0.089
N 1.080 -0.915 -0.631 0.007
O -0.060 2.064 -0.388 -0.170
O 1.162 -2.131 0.138 -0.095
S -0.241 0.166 1.793 0.894
S -2.012 -0.463 -0.759 0.605